{"formula": "C31H31BF4I2N6O2V", "method": "ωB97M-V with the def2-TZVPD basis set", "spin_multiplicity": 4, "largest_force_ha_per_bohr": 0.020, "homo_lumo_gap_ha": [0.223, 0.238], "e_homo_ev": [-6.49, -7.02], "e_above_lowest_kcal_mol": 16.3, "total_energy_ev": -99132.7383, "s_squared": 3.759, "species": ["V", "I", "C", "C", "C", "I", "C", "O", "C", "C", "N", "C", "C", "C", "C", "C", "C", "N", "C", "H", "H", "H", "H", "H", "H", "H", "H", "H", "H", "H", "C", "C", "N", "C", "C", "C", "C", "C", "C", "C", "C", "C", "N", "C", "H", "H", "H", "H", "H", "H", "H", "H", "C", "N", "C", "C", "C", "N", "C", "C", "O", "H", "H", "H", "H", "H", "H", "H", "H", "H", "H", "H", "H", "F", "B", "F", "F", "F"], "positions_angstrom": [[-0.048, -0.492, -0.280], [1.653, -5.097, 5.614], [1.367, -4.143, 3.776], [2.401, -4.090, 2.857], [2.193, -3.450, 1.647], [3.756, -3.229, 0.281], [0.970, -2.846, 1.310], [0.794, -2.234, 0.184], [-0.056, -2.910, 2.280], [-1.340, -2.206, 1.955], [-1.146, -0.733, 1.797], [-0.858, -0.063, 3.079], [0.546, 0.470, 3.249], [0.769, 1.717, 3.826], [2.073, 2.102, 4.106], [3.108, 1.236, 3.794], [2.790, 0.028, 3.188], [1.544, -0.345, 2.920], [0.143, -3.551, 3.486], [3.362, -4.532, 3.080], [-1.746, -2.578, 1.014], [-2.081, -2.401, 2.738], [-2.027, -0.369, 1.444], [-1.566, 0.751, 3.238], [-1.016, -0.774, 3.898], [-0.065, 2.363, 4.069], [2.273, 3.061, 4.567], [4.138, 1.488, 4.006], [3.566, -0.675, 2.900], [-0.660, -3.583, 4.213], [0.715, -2.496, -4.144], [0.072, -2.008, -2.998], [0.619, -1.089, -2.225], [1.859, -0.641, -2.530], [2.567, -1.056, -3.660], [1.954, -2.018, -4.480], [3.857, -0.484, -3.926], [4.374, 0.464, -3.117], [3.663, 0.908, -1.950], [4.135, 1.917, -1.093], [3.376, 2.288, -0.014], [2.177, 1.615, 0.243], [1.722, 0.637, -0.522], [2.433, 0.325, -1.638], [0.222, -3.247, -4.745], [-0.901, -2.380, -2.698], [2.468, -2.375, -5.364], [4.401, -0.820, -4.800], [5.338, 0.907, -3.329], [5.083, 2.397, -1.301], [3.695, 3.071, 0.659], [1.576, 1.872, 1.105], [-1.517, 1.265, -3.127], [-2.425, 1.890, -2.184], [-3.768, 2.176, -2.672], [-4.387, 3.292, -1.858], [-4.334, 2.914, -0.394], [-2.985, 2.521, -0.013], [-2.724, 2.478, 1.410], [-2.120, 1.906, -0.869], [-1.058, 1.421, -0.423], [-1.571, 1.812, -4.069], [-1.785, 0.223, -3.301], [-0.501, 1.322, -2.747], [-4.376, 1.267, -2.631], [-3.681, 2.469, -3.718], [-5.420, 3.455, -2.163], [-3.832, 4.219, -2.021], [-5.031, 2.094, -0.188], [-4.624, 3.758, 0.234], [-2.909, 3.461, 1.846], [-1.687, 2.205, 1.577], [-3.376, 1.753, 1.910], [-2.823, -2.962, -1.788], [-3.273, -1.757, -1.277], [-4.084, -1.908, -0.167], [-3.867, -0.964, -2.255], [-2.084, -1.008, -0.821]]}